No. 1
{
  "formula": "C7H6MgO6S",
  "method": "ωB97M-V/def2-TZVPD",
  "species": ["O", "C", "Mg", "O", "C", "C", "O", "C", "O", "C", "O", "C", "S", "C", "O", "H", "H", "H", "H", "H", "H"],
  "coordinates": [[-4.536170, 4.429374, -2.410609], [-3.814518, 3.625642, -2.059850], [-0.598228, 0.185894, -0.379488], [-3.809087, 0.150475, 1.154384], [-2.825709, 0.287485, 0.568400], [0.169815, 1.839765, -2.000895], [0.699316, 2.533481, -2.759889], [-0.584242, 2.308302, 0.822121], [-0.547513, 3.297464, 1.436796], [-1.910539, -0.377047, -2.292001], [-2.392667, -0.919022, -3.193560], [1.385435, -2.025620, 2.390860], [1.853323, -0.792560, 1.205856], [2.998271, -1.556838, 0.025753], [0.590478, -1.194050, 0.293588], [2.239776, -2.306511, 2.994416], [1.040544, -2.844417, 1.756674], [0.567532, -1.582571, 2.968884], [2.408591, -2.424081, -0.320128], [3.155053, -0.799195, -0.768204], [3.910537, -1.835970, 0.566892]],
  "atomic_forces_ev_per_a": [[1.29, -1.44, 0.62], [-1.23, 1.38, -0.59], [-0.28, 0.09, -0.10], [4.01, 0.70, -2.51], [-4.05, -0.91, 2.68], [2.71, 2.92, -3.48], [-2.47, -2.99, 3.36], [0.39, 5.01, 3.46], [-0.24, -5.02, -3.20], [-2.02, -2.98, -4.18], [2.07, 2.64, 4.05], [0.83, -0.23, 0.18], [-1.11, -1.17, -1.53], [0.09, -0.08, 0.90], [-1.00, 2.54, -0.47], [-0.03, -0.09, 0.42], [0.03, -0.07, 0.33], [0.29, -0.16, 0.00], [0.60, 0.32, 0.03], [0.08, -0.53, 0.53], [0.01, 0.08, -0.50]],
  "mulliken_charge": [-0.108, 0.108, 1.302, -0.108, 0.117, 0.170, -0.113, 0.176, -0.129, 0.147, -0.107, -0.846, 0.458, -0.860, -0.329, 0.441, 0.318, 0.308, 0.310, 0.303, 0.444],
  "e_tot_ha": -1319.44677,
  "gap_ev": 9.77,
  "max_force_ev_per_a": 6.1,
  "homo_ev": -18.285,
  "total_charge": 2
}

=====

No. 2
{
  "formula": "C7H6MgO6S",
  "method": "ωB97M-V/def2-TZVPD",
  "species": ["O", "C", "Mg", "O", "C", "C", "O", "C", "O", "C", "O", "C", "S", "C", "O", "H", "H", "H", "H", "H", "H"],
  "coordinates": [[0.113196, 0.027071, -6.823969], [0.175385, 0.064776, -5.693180], [0.310490, 0.102182, -0.695137], [2.141342, -2.491834, -2.217585], [1.519875, -1.614759, -1.853401], [-1.104007, 1.701607, -1.807417], [-1.804044, 2.498314, -2.193675], [-1.463369, -1.221145, -1.638495], [-2.305694, -1.860824, -2.052692], [1.933378, 1.429145, -1.805745], [2.791322, 2.121220, -2.087477], [0.164180, -1.464847, 3.113850], [-0.807548, -0.302962, 2.167018], [-0.810075, 1.274871, 3.035731], [0.427302, 0.075766, 1.239018], [-0.289389, -1.676027, 4.083388], [1.110618, -0.926414, 3.236898], [0.257085, -2.363492, 2.481144], [0.268756, 1.475383, 3.131493], [-1.336644, 1.984768, 2.364702], [-1.292151, 1.167205, 4.015531]],
  "atomic_forces_ev_per_a": [[0.10, 0.06, 1.72], [-0.10, -0.06, -1.63], [0.12, -0.02, -0.19], [-1.58, 2.21, 0.76], [1.76, -2.38, -0.62], [-1.40, 1.74, -0.44], [1.28, -1.48, 0.57], [-2.35, -1.87, -0.82], [2.16, 1.66, 0.98], [2.70, 2.14, -0.39], [-2.44, -1.96, 0.59], [-0.27, 0.30, 0.64], [1.20, 0.46, -0.29], [0.02, -0.57, 0.39], [-0.89, -0.11, -2.00], [-0.03, -0.21, -0.12], [-0.06, -0.41, 0.06], [-0.04, 0.40, 0.40], [-0.51, 0.27, 0.09], [0.34, -0.40, 0.58], [-0.02, 0.24, -0.29]],
  "mulliken_charge": [-0.106, 0.105, 1.279, -0.091, 0.106, 0.147, -0.082, 0.157, -0.097, 0.139, -0.090, -0.856, 0.471, -0.878, -0.320, 0.431, 0.324, 0.303, 0.320, 0.298, 0.440],
  "e_tot_ha": -1319.47045,
  "gap_ev": 9.73,
  "max_force_ev_per_a": 3.5,
  "homo_ev": -18.094,
  "total_charge": 2
}

=====

No. 3
{
  "formula": "C7H6N2",
  "method": "ωB97M-V/def2-TZVPD",
  "species": ["C", "C", "C", "C", "C", "N", "N", "C", "C", "H", "H", "H", "H", "H", "H"],
  "coordinates": [[-4.886269, 0.661753, -0.200389], [-3.737527, 0.326891, -0.104751], [-2.400686, -0.052307, 0.105102], [-1.287009, -0.484118, 0.328263], [0.025990, -0.993349, 0.244864], [1.066340, -0.238357, -0.002931], [2.249299, -0.825856, -0.422642], [3.249392, -0.128057, -0.110537], [3.579179, 1.346311, 0.135872], [-5.949569, 0.845998, -0.148271], [0.228044, -2.074590, 0.481203], [4.156872, -0.750074, -0.223906], [2.926049, 2.089137, -0.410947], [4.593773, 1.528251, -0.337687], [3.576947, 1.748025, 1.228084]],
  "atomic_forces_ev_per_a": [[-0.68, -0.14, 0.27], [1.27, -0.17, 0.39], [-0.36, -0.28, 0.09], [-1.05, 0.90, -0.46], [3.52, -0.65, 0.37], [-2.67, 0.64, -1.33], [-1.96, -1.02, 2.19], [2.86, 0.43, -0.56], [-0.20, 1.60, 0.48], [0.65, 0.05, -0.26], [-0.54, 0.75, -0.67], [-0.15, 0.60, -0.23], [0.16, -1.21, 0.55], [-0.99, -0.38, 0.94], [0.15, -1.11, -1.76]],
  "mulliken_charge": [-0.330, -0.646, 0.242, 0.643, -0.438, -0.259, -0.508, 0.143, -0.782, 0.438, 0.370, 0.335, 0.271, 0.282, 0.238],
  "e_tot_ha": -379.62706,
  "gap_ev": 8.48,
  "max_force_ev_per_a": 3.6,
  "homo_ev": -8.913,
  "total_charge": 0,
  "smiles": "C#CC#C/C=N/N=C\\C"
}

=====

No. 4
{
  "formula": "C7H6N2NiO4S2Se4",
  "method": "ωB97M-V/def2-TZVPD",
  "species": ["Ni", "Se", "Se", "Se", "Se", "O", "S", "O", "O", "O", "N", "C", "N", "C", "C", "C", "C", "C", "C", "S", "H", "H", "H", "H", "H", "H"],
  "coordinates": [[0.254611, 0.302320, 0.252539], [-0.134072, 1.093843, 2.469439], [-1.027762, -0.299493, 4.060240], [2.387843, -1.763171, 2.928321], [2.104350, 0.241128, 1.865023], [3.080551, 1.882161, -1.253897], [1.716446, 1.598778, -1.625708], [1.353993, 2.047155, -2.969541], [1.405728, 0.084671, -1.506391], [0.718275, 2.114811, -0.597304], [-0.851341, 0.023088, -2.908412], [-1.817873, 0.309713, -2.031568], [-1.738098, 0.144167, -0.735983], [-2.963761, 0.418597, -0.129166], [-3.251800, 0.255525, 1.222515], [-4.513462, 0.587959, 1.682175], [-5.501420, 1.065698, 0.820056], [-5.235316, 1.204295, -0.532697], [-3.969352, 0.872566, -0.990430], [-3.363700, 0.899806, -2.622356], [0.106426, -0.047995, -2.486166], [-0.876379, 0.550958, -3.765899], [-2.507406, -0.122447, 1.913580], [-4.720347, 0.473414, 2.738427], [-6.480696, 1.321594, 1.204511], [-5.996463, 1.558692, -1.216751]],
  "atomic_forces_ev_per_a": [[0.04, 0.15, -0.95], [-0.17, 0.38, 0.74], [0.03, -0.02, -0.07], [-0.12, 0.12, -0.17], [0.33, -0.16, 0.18], [0.16, 0.02, 0.00], [-0.82, -0.31, 0.22], [0.07, -0.04, 0.12], [0.17, -0.12, -0.11], [0.17, 0.15, 0.06], [-0.05, 0.01, -0.04], [0.22, -0.03, 0.03], [0.12, -0.11, -0.02], [0.07, -0.04, 0.09], [-0.01, 0.00, -0.06], [-0.04, 0.02, -0.03], [0.05, -0.03, 0.04], [-0.02, 0.00, -0.03], [-0.05, 0.02, 0.02], [-0.13, 0.03, -0.02], [-0.01, -0.03, 0.00], [0.08, 0.01, 0.00], [-0.04, -0.02, -0.02], [-0.01, 0.00, 0.02], [-0.02, 0.01, 0.00], [0.00, 0.01, -0.01]],
  "mulliken_spin": [1.584, 0.097, 0.018, 0.046, 0.130, 0.003, -0.012, 0.006, 0.045, 0.061, 0.003, 0.003, 0.009, -0.005, 0.008, 0.001, -0.001, 0.001, -0.004, 0.003, -0.003, 0.000, 0.007, -0.001, 0.000, 0.000],
  "e_tot_ha": -12591.42752,
  "gap_ev": [4.75, 5.18],
  "max_force_ev_per_a": 1.0,
  "homo_ev": [-0.674, -1.098],
  "total_charge": -2,
  "spin_multiplicity": 3
}

=====

No. 5
{
  "formula": "C7H6N2O2Se",
  "method": "ωB97M-V/def2-TZVPD",
  "species": ["C", "C", "C", "C", "C", "C", "C", "N", "N", "O", "O", "Se", "H", "H", "H", "H", "H", "H"],
  "coordinates": [[0.066406, -2.137266, 1.409998], [-0.985133, -2.266605, 0.497078], [0.970389, -1.106037, 1.348025], [-1.257842, -1.116731, -0.285302], [0.860580, -0.167501, 0.356251], [-0.434025, -0.020587, -0.255930], [-0.974181, 2.847107, -1.269891], [1.597827, 0.823586, -0.230527], [2.585247, 1.664745, -0.089087], [3.565772, 1.607419, 0.662163], [2.548929, 2.620114, -0.884235], [-0.164450, 1.335569, -1.525937], [0.173715, -2.863080, 2.198753], [-1.515840, -3.131252, 0.230384], [1.933537, -1.368722, 1.849448], [-2.125455, -1.129774, -1.027857], [-0.699893, 3.663308, -1.982894], [-1.419459, 3.079527, -0.240270]],
  "atomic_forces_ev_per_a": [[-1.64, -0.97, -0.32], [0.74, 2.75, -0.34], [2.69, -1.09, 0.41], [-1.72, -0.72, -1.39], [-1.42, 1.72, 0.45], [0.77, -1.48, 1.10], [-0.54, 0.72, 1.99], [-0.87, 0.13, -1.28], [2.73, 2.17, -0.05], [-1.33, -1.65, 0.67], [-0.80, -0.28, -0.26], [1.29, 0.34, -1.31], [0.31, -0.40, -0.12], [-0.74, -1.14, 0.53], [-0.84, 1.08, -0.18], [1.16, -0.03, 1.22], [-0.48, -0.98, 0.67], [0.67, -0.16, -1.81]],
  "mulliken_charge": [-0.188, -0.697, -0.575, -0.205, 0.440, 0.159, -0.566, -0.455, 1.022, -0.637, -0.640, 0.431, 0.390, 0.434, 0.308, 0.247, 0.275, 0.258],
  "e_tot_ha": -2931.47946,
  "gap_ev": 8.02,
  "max_force_ev_per_a": 3.5,
  "homo_ev": -8.761,
  "total_charge": 0
}

=====

No. 6
{
  "formula": "C7H6N2O4Sr",
  "method": "ωB97M-V/def2-TZVPD",
  "species": ["Sr", "O", "C", "C", "O", "C", "O", "C", "O", "H", "H", "N", "C", "C", "N", "C", "H", "H", "H", "H"],
  "coordinates": [[-0.144804, 0.753041, -0.891030], [-2.633446, -0.894425, -2.394416], [-1.762938, -0.222236, -2.092911], [1.554223, 2.195501, -0.592442], [2.408123, 2.777883, -0.109222], [-1.502616, 2.584362, -0.824938], [-2.239887, 3.363867, -0.452328], [1.313937, -0.570896, -1.968178], [2.024910, -1.427952, -2.161974], [-0.227040, 1.552316, -3.238458], [0.428791, 2.029791, -2.941171], [-0.403767, -2.123791, 2.263378], [0.637628, -1.340106, 2.794604], [0.902183, -0.396467, 1.888505], [0.023147, -0.583300, 0.800617], [-0.725302, -1.616326, 1.047407], [-0.840168, -2.936962, 2.745493], [1.081442, -1.527193, 3.783903], [1.628470, 0.412987, 1.925239], [-1.522887, -2.030094, 0.417922]],
  "atomic_forces_ev_per_a": [[-0.85, 0.42, 2.15], [2.47, 1.90, 0.86], [-6.18, -4.09, -3.78], [6.27, 4.95, 1.94], [-2.48, -1.69, -1.41], [-4.50, 5.50, 1.11], [1.77, -1.83, -0.96], [4.48, -4.48, -2.67], [-1.28, 1.58, 0.31], [2.31, 1.81, 0.67], [-2.22, -1.49, -1.38], [0.18, -0.19, 0.52], [-0.62, -1.37, 1.03], [-0.44, 0.32, -0.93], [1.20, -0.72, 1.95], [-0.42, -1.43, 1.63], [0.50, 0.96, -0.66], [-0.40, 0.00, -0.73], [-0.23, -0.32, 0.00], [0.46, 0.17, 0.36]],
  "mulliken_charge": [2.685, 0.043, -0.173, -0.160, 0.044, 0.011, 0.015, -0.220, 0.048, 0.115, 0.125, -0.045, -0.408, -0.422, -0.703, -0.308, 0.270, 0.378, 0.374, 0.334],
  "e_tot_ha": -710.77415,
  "gap_ev": 7.49,
  "max_force_ev_per_a": 8.3,
  "homo_ev": -16.946,
  "total_charge": 2
}

=====

No. 7
{
  "formula": "C7H6N4",
  "method": "ωB97M-V/def2-TZVPD",
  "species": ["C", "C", "N", "C", "C", "C", "C", "N", "N", "N", "C", "H", "H", "H", "H", "H", "H"],
  "coordinates": [[2.061422, -1.403940, 1.241300], [3.043477, -0.561796, 0.575330], [2.770587, 0.527962, -0.168971], [1.386522, 0.772493, -0.354722], [0.414411, 0.151330, 0.347105], [-0.970397, 0.272170, -0.093079], [-1.495835, 1.329565, -0.798421], [-2.824586, 1.063932, -1.190959], [-3.045444, -0.164006, -0.679678], [-1.986958, -0.696610, -0.090987], [0.750652, -1.009896, 1.212777], [2.417943, -2.324276, 1.707250], [4.168787, -0.879513, 0.455480], [1.202130, 1.602067, -1.083727], [-1.138858, 2.336896, -0.812866], [-1.924326, -1.781760, 0.163529], [-0.262381, -1.371905, 1.702764]],
  "atomic_forces_ev_per_a": [[0.82, 0.50, -0.21], [0.96, -0.06, -1.43], [-2.39, -1.54, 0.80], [3.34, 1.55, -0.15], [-0.21, -3.35, 0.85], [-0.58, 0.24, -0.62], [-2.03, -0.39, 0.49], [2.32, -2.95, 2.93], [-1.70, 0.46, -2.00], [1.75, -0.09, 0.39], [-2.44, 2.09, -0.86], [-0.22, 0.39, 0.09], [-2.34, 0.51, 0.87], [-0.05, -1.02, 0.71], [0.40, 0.19, -0.46], [-0.49, 3.59, -0.81], [2.86, -0.11, -0.59]],
  "mulliken_charge": [-0.498, -0.110, -0.544, -0.334, 0.456, 0.401, -0.332, -0.293, -0.610, 0.199, -0.361, 0.365, 0.284, 0.301, 0.414, 0.321, 0.341],
  "e_tot_ha": -489.27473,
  "gap_ev": 9.07,
  "max_force_ev_per_a": 4.8,
  "homo_ev": -9.049,
  "total_charge": 0,
  "smiles": "c1cncc(-c2cnn[nH]2)c1"
}